P:
This record from the OMol25 dataset describes a cluster of 2 separate species, C10H16 in total. The level of theory is ωB97M-V with the def2-TZVPD basis set.

Each line ends with the natural charge from an NBO analysis.
Element x y z (Å)
C -1.79 0.67 -1.70  -0.22
H 2.47 -1.18 -2.57  0.23
H 1.77 1.49 -0.25  0.26
C 0.78 1.28 -0.63  -0.20
H 0.74 -0.53 3.47  0.23
H -1.21 -1.35 -1.69  0.25
H -1.63 0.12 3.98  0.23
H -0.30 -1.51 2.40  0.20
H 0.86 -1.88 -0.02  0.27
H -2.10 2.81 -1.48  0.24
H -1.97 0.25 2.19  0.19
C 1.86 -1.86 -1.98  -0.60
H -2.78 0.46 -2.07  0.26
C 1.33 -1.18 -0.72  -0.50
C -1.43 1.98 -1.35  0.04
C 0.01 -0.50 2.67  -0.60
C 0.42 -0.05 -0.96  0.28
H 0.50 -0.06 1.79  0.17
H 1.06 -2.23 -2.63  0.22
H -0.96 1.39 3.06  0.20
C -1.23 0.33 2.99  -0.61
H 2.44 -2.74 -1.74  0.25
C -0.15 2.27 -0.77  -0.15
C -0.89 -0.33 -1.51  -0.13
H 0.06 3.27 -0.41  0.25
H 2.14 -0.90 -0.06  0.24

## Properties
- <S²>: 0.77
- Spin multiplicity: 2
- Net charge: +1
- HOMO level (spin up / spin down): -0.53958 / -0.54215 hartree
- Gap between HOMO and LUMO (spin up / spin down): 10.3 / 6.6 eV

=====

Q:
This record from the OMol25 dataset describes a cluster of 2 separate species, C10H16 in total. The level of theory is ωB97M-V with the def2-TZVPD basis set.

Each line ends with the natural charge from an NBO analysis.
Element x y z (Å)
H -1.71 -0.02 2.35  0.29
C -0.76 -1.78 0.16  -0.11
H -0.52 -2.05 -1.82  0.27
C -1.17 1.24 -1.81  -0.63
H -1.83 -1.93 0.06  0.25
H 1.37 2.96 -0.18  0.22
H 2.16 -2.19 -1.42  0.24
C 1.42 -1.95 -0.66  0.03
H 1.54 -0.55 2.37  0.25
C 0.49 2.30 -0.17  -0.61
C 2.05 -1.61 0.60  -0.14
H -1.62 1.55 -2.78  0.23
H -2.02 1.36 -1.13  0.21
H -0.59 -0.64 3.43  0.26
H 0.74 2.24 -2.30  0.21
H -0.20 2.47 0.65  0.21
C -0.08 2.35 -1.59  -0.39
C 0.05 -1.88 -0.92  -0.23
H -0.69 3.26 -1.67  0.21
C -0.20 -1.29 1.40  0.23
C 1.18 -1.15 1.55  -0.19
C -1.09 -0.92 2.50  -0.70
H 3.13 -1.60 0.57  0.26
H -0.68 0.26 -2.00  0.18
H 0.88 1.32 0.08  0.16
H -1.82 -1.74 2.74  0.28

## Properties
- <S²>: 0.77
- Spin multiplicity: 2
- Net charge: +1
- HOMO level (spin up / spin down): -0.52048 / -0.52038 hartree
- Gap between HOMO and LUMO (spin up / spin down): 9.8 / 6.1 eV

=====

R:
This record from the OMol25 dataset describes a cluster of 2 separate species, C10H16 in total. The level of theory is ωB97M-V with the def2-TZVPD basis set.

Each line ends with the natural charge from an NBO analysis.
Element x y z (Å)
C 1.52 3.49 1.60  -0.20
H -0.17 -2.54 -0.85  0.18
H 1.55 0.81 -1.29  0.20
H 1.39 2.19 3.35  0.26
C -1.06 -2.98 -1.19  -0.61
H 1.46 -0.94 -0.69  0.23
C 0.77 3.79 0.44  0.05
C -0.30 0.22 -0.43  -0.45
H -0.86 -4.73 0.18  0.21
H -2.20 -4.81 -0.94  0.21
H -0.18 2.82 -1.22  0.26
H -1.76 -2.18 -1.05  0.20
H 0.17 0.31 2.18  0.25
C -0.14 1.50 0.40  0.03
H -1.10 0.24 -1.08  0.25
C 0.12 2.71 -0.16  -0.19
C 0.38 1.31 1.70  0.06
H -2.24 -3.91 0.39  0.20
C 1.14 2.34 2.28  -0.14
C -1.61 -4.20 -0.40  -0.61
C 0.93 -0.17 -1.24  -0.61
H -0.53 -0.55 0.31  0.22
H 0.80 -0.50 -2.30  0.25
H 0.75 4.83 0.04  0.26
H -0.78 -3.28 -2.22  0.22
H 1.95 4.24 2.20  0.25

## Properties
- <S²>: 0.77
- Spin multiplicity: 2
- Net charge: +1
- HOMO level (spin up / spin down): -0.52010 / -0.52011 hartree
- Gap between HOMO and LUMO (spin up / spin down): 9.5 / 5.6 eV

=====

Which structure is the least stable? The one labeled R.